Entry 1:
Entry from OMol25: C4H9NO in the gas phase (wB97M-V/def2-TZVPD).

Cartesian coordinates (Å):
C -2.269 -0.611 0.288
C -0.938 -0.838 -0.417
C 0.122 0.060 0.185
O -0.067 0.716 1.200
N 1.303 0.164 -0.480
C 2.264 1.056 0.126
H -2.240 0.379 0.745
H -3.110 -0.674 -0.410
H -2.399 -1.328 1.103
H -0.615 -1.887 -0.380
H -1.018 -0.567 -1.473
H 1.523 -0.353 -1.319
H 3.101 1.210 -0.548
H 1.742 2.000 0.277
H 2.603 0.674 1.102

Atoms 1-6, force components in eV/Å:
C -0.10 -0.10 0.09
C -0.08 0.07 -0.19
C 0.05 0.01 -0.01
O 0.06 -0.27 -0.19
N -0.03 -0.21 0.20
C 0.13 0.14 -0.01

The SMILES is CCC(=O)NC. The calculated total energy comes out at -287.816306 a.u. For the relative energy (zero: lowest compared OMol25 entry of this formula, charge and spin), the calculation gives 42.4 kJ/mol.

Entry 2:
Entry from OMol25: a 2-piece molecular cluster, C4H9NO overall (wB97M-V/def2-TZVPD).

Cartesian coordinates (Å):
C 2.276 -0.111 0.271
C 1.022 -0.050 -0.545
C -0.053 -0.827 -0.212
O -0.296 -1.699 0.624
N -1.288 -0.207 -0.850
C -2.372 -0.176 -0.172
H 3.104 -0.604 -0.254
H 2.618 0.894 0.552
H 2.080 -0.671 1.192
H -0.314 1.298 0.922
H 0.959 0.648 -1.377
H -1.179 0.390 -1.663
H -3.194 0.471 -0.460
H -2.387 -0.792 0.724
H -0.977 1.437 1.249

Atoms 1-6, force components in eV/Å:
C 0.11 -0.07 0.04
C 0.04 -0.12 -0.05
C -0.01 0.15 0.02
O 0.04 0.25 -0.09
N -0.34 0.08 0.18
C 0.17 -0.10 -0.18

The calculated total energy comes out at -287.691821 a.u. For the relative energy (zero: lowest compared OMol25 entry of this formula, charge and spin), the calculation gives 369.2 kJ/mol.

Entry 3:
Entry from OMol25: C4H9NO as an isolated structure in a non-equilibrium geometry (wB97M-V/def2-TZVPD).

Cartesian coordinates (Å):
C 1.551 0.339 0.153
C 0.565 0.099 -0.992
N -0.580 -0.073 -0.142
C -1.509 -1.150 -0.307
C -0.110 0.444 1.069
O -0.183 1.796 1.389
H 2.149 -0.537 0.412
H 0.619 2.114 0.966
H 2.308 1.129 -0.116
H 0.738 -0.776 -1.631
H 0.447 0.978 -1.640
H -1.005 -2.068 -0.652
H -2.271 -0.881 -1.046
H -2.018 -1.372 0.638
H -0.700 -0.042 1.898

Atoms 1-6, force components in eV/Å:
C -0.54 -0.47 0.35
C -0.20 -0.16 -0.36
N -0.32 0.39 -0.35
C -0.20 -0.05 -0.05
C 1.08 -0.52 -0.27
O 0.04 0.37 -0.37

The calculated total energy comes out at -287.689599 a.u. For the relative energy (zero: lowest compared OMol25 entry of this formula, charge and spin), the calculation gives 375.1 kJ/mol.

Entry 4:
Entry from OMol25: C4H9NO in the gas phase in a non-equilibrium geometry (wB97M-V/def2-TZVPD).

Cartesian coordinates (Å):
C 0.583 1.417 -0.158
C 0.391 -0.055 0.023
C -0.952 -0.479 0.515
N -2.097 -0.371 -0.331
C 1.596 -0.866 0.248
O 0.873 -0.871 -1.042
H -0.273 1.911 -0.716
H 0.649 1.842 0.850
H 1.501 1.609 -0.773
H -0.839 -1.530 0.797
H -1.140 0.102 1.393
H -2.309 0.549 -0.675
H -2.123 -0.991 -1.190
H 1.553 -1.791 0.855
H 2.587 -0.477 0.203

Atoms 1-6, force components in eV/Å:
C -0.16 0.89 -1.06
C 0.55 0.37 -1.06
C 0.41 -1.06 0.46
N -0.90 -1.00 -2.21
C -1.29 -1.19 -0.33
O 0.84 -0.31 0.87

The SMILES is C[C@]1(CN)CO1. The calculated total energy comes out at -287.751211 a.u. For the relative energy (zero: lowest compared OMol25 entry of this formula, charge and spin), the calculation gives 213.3 kJ/mol.

Entry 5:
Entry from OMol25: C4H9NO in the gas phase (wB97M-V/def2-TZVPD).

Cartesian coordinates (Å):
C -1.066 -0.268 2.254
C -0.100 -0.173 1.310
O 1.083 -0.802 1.546
N -0.170 0.500 0.131
C 0.760 0.462 -0.982
C 0.071 0.016 -2.268
H -2.115 -0.122 2.052
H -0.746 -0.289 3.290
H 0.768 -1.444 2.209
H -0.937 1.151 0.070
H 1.579 -0.207 -0.712
H 1.201 1.460 -1.122
H 0.763 0.028 -3.118
H -0.765 0.684 -2.510
H -0.328 -0.996 -2.152

Atoms 1-6, force components in eV/Å:
C -0.22 0.26 -0.02
C -0.32 0.14 -0.05
O -0.10 0.00 0.20
N -0.16 -0.04 0.14
C 0.12 -0.06 -0.04
C -0.03 -0.04 -0.04

The SMILES is C=C(O)NCC. The calculated total energy comes out at -287.769401 a.u. For the relative energy (zero: lowest compared OMol25 entry of this formula, charge and spin), the calculation gives 165.5 kJ/mol.

Entry 6:
Entry from OMol25: a 2-piece molecular cluster, C4H9NO overall in a non-equilibrium geometry (wB97M-V/def2-TZVPD).

Cartesian coordinates (Å):
C 0.142 0.545 -1.735
C 0.801 -1.274 0.847
N -0.368 1.324 -0.637
C 0.015 1.209 0.625
C 0.337 0.056 1.325
O -1.906 0.068 0.046
H -2.707 -0.446 -0.156
H -0.324 2.035 1.246
H 0.358 0.193 2.404
H -0.576 0.601 -2.553
H 1.064 1.038 -2.072
H 0.369 -0.500 -1.533
H 0.765 -2.002 1.658
H 1.843 -1.215 0.511
H 0.189 -1.632 0.023

Atoms 1-6, force components in eV/Å:
C 0.01 -0.07 0.06
C -0.11 -0.07 0.02
N 0.22 0.50 -0.63
C -0.27 -0.53 0.51
C 0.33 0.61 -0.28
O -0.10 -0.84 0.91

The calculated total energy comes out at -287.617536 a.u. For the relative energy (zero: lowest compared OMol25 entry of this formula, charge and spin), the calculation gives 564.3 kJ/mol.